{"formula": "C46H117F12N11O23PbS4", "method": "the ωB97M-V functional and the def2-TZVPD basis", "species": ["Pb", "C", "F", "F", "F", "S", "O", "O", "N", "S", "O", "O", "C", "F", "F", "F", "C", "F", "F", "F", "S", "O", "O", "N", "S", "O", "O", "C", "F", "F", "F", "C", "C", "O", "O", "H", "H", "H", "H", "H", "H", "C", "C", "O", "O", "H", "H", "H", "H", "H", "H", "C", "C", "O", "O", "H", "H", "H", "H", "H", "H", "C", "C", "C", "O", "C", "N", "H", "H", "H", "H", "H", "H", "H", "H", "H", "H", "H", "C", "C", "C", "O", "C", "N", "H", "H", "H", "H", "H", "H", "H", "H", "H", "H", "H", "C", "C", "C", "O", "C", "N", "H", "H", "H", "H", "H", "H", "H", "H", "H", "H", "H", "C", "C", "C", "O", "C", "N", "H", "H", "H", "H", "H", "H", "H", "H", "H", "H", "H", "C", "C", "C", "O", "C", "N", "H", "H", "H", "H", "H", "H", "H", "H", "H", "H", "H", "C", "C", "C", "O", "C", "N", "H", "H", "H", "H", "H", "H", "H", "H", "H", "H", "H", "C", "C", "C", "O", "C", "N", "H", "H", "H", "H", "H", "H", "H", "H", "H", "H", "H", "C", "C", "C", "O", "C", "N", "H", "H", "H", "H", "H", "H", "H", "H", "H", "H", "H", "C", "C", "C", "O", "C", "N", "H", "H", "H", "H", "H", "H", "H", "H", "H", "H", "H"], "coordinates": [[0.5201, -0.9653, -3.8054], [2.0035, -0.1407, -7.8517], [1.5033, 0.1542, -9.0626], [3.2284, -0.6396, -7.9283], [2.0259, 0.9687, -7.1484], [1.0374, -1.4703, -7.0553], [0.7487, -2.4205, -8.1064], [1.9248, -1.8040, -5.9943], [-0.2688, -0.8955, -6.4635], [-1.5842, -0.6123, -7.3473], [-1.2831, 0.0011, -8.6213], [-2.4816, -1.6911, -7.1713], [-2.3865, 0.6245, -6.1844], [-3.6467, 0.6998, -6.6412], [-2.3598, 0.2156, -4.8950], [-1.8396, 1.8662, -6.2819], [-2.1122, 1.1966, -0.8121], [-2.6697, 0.3512, -1.7385], [-2.5126, 2.4067, -1.1240], [-2.6161, 0.8727, 0.3423], [-0.2992, 1.1218, -1.0825], [-0.1859, 1.7166, -2.4523], [0.2902, 1.9705, -0.1143], [0.1975, -0.3404, -1.2041], [0.6058, -1.1916, 0.1129], [2.0084, -1.3780, 0.2187], [-0.2736, -0.6944, 1.1369], [0.0603, -2.9663, -0.1153], [0.7579, -3.6705, 0.7574], [-1.2401, -3.0502, 0.1889], [0.2340, -3.4628, -1.3306], [-0.8120, -4.3203, -4.0992], [-1.9468, -3.2985, -4.1329], [-1.7568, -2.1898, -3.2502], [0.3657, -3.5842, -4.2303], [-0.9157, -4.9901, -4.9623], [-0.8507, -4.8943, -3.1260], [-2.8790, -3.8854, -3.8591], [-2.0694, -3.0304, -5.2363], [-2.5447, -2.2166, -2.5554], [1.1719, -4.0803, -4.2782], [3.7703, -1.1191, -3.0082], [3.4825, 0.3910, -2.8982], [2.4879, 0.6828, -3.8580], [2.6137, -1.8536, -2.5560], [4.5727, -1.2957, -2.2788], [4.1675, -1.4170, -4.0452], [4.4358, 0.8672, -3.0539], [3.1954, 0.5165, -1.8748], [2.3357, 1.7822, -3.8471], [2.8156, -2.7857, -2.7938], [3.9161, -5.5358, -3.6018], [2.6931, -6.1863, -3.0189], [1.7160, -6.2880, -4.0217], [3.6932, -4.1321, -4.0151], [4.1036, -6.0959, -4.5455], [4.6997, -5.6045, -2.8370], [2.3734, -5.6578, -2.1871], [2.9344, -7.1606, -2.6551], [1.1772, -7.0352, -3.8494], [3.4765, -4.1267, -4.9576], [0.8010, 4.8240, 4.5514], [1.2894, 3.3702, 4.4607], [0.4044, 2.6667, 3.3884], [-0.8934, 2.6026, 3.8393], [-1.8256, 2.1132, 2.9382], [2.7410, 3.2412, 4.1486], [1.2311, 5.3883, 5.3702], [-0.2808, 4.8989, 4.6387], [1.0950, 5.3775, 3.6949], [1.1388, 2.9503, 5.4280], [0.8513, 1.6443, 3.2163], [0.4648, 3.2502, 2.4305], [-1.8485, 2.7222, 2.0674], [-2.8336, 2.1819, 3.3600], [-1.7067, 0.9914, 2.7716], [3.3491, 3.4303, 4.9717], [3.0636, 3.7536, 3.3650], [-5.7820, -3.6094, -0.4680], [-4.3061, -3.3819, -0.8592], [-3.6299, -4.6985, -1.1123], [-3.7073, -5.5235, 0.0377], [-3.0086, -6.7088, -0.0753], [-4.0932, -2.3095, -1.9039], [-5.8663, -4.3890, 0.2834], [-6.2528, -4.0385, -1.3547], [-6.3286, -2.6996, -0.1631], [-3.7558, -3.0114, 0.0153], [-2.5927, -4.5320, -1.4653], [-4.1509, -5.1776, -1.9789], [-3.2980, -7.2764, -0.9998], [-3.0107, -7.2791, 0.8820], [-1.9323, -6.4350, -0.2282], [-4.8218, -2.4980, -2.6378], [-4.4826, -1.4478, -1.3928], [-0.8269, -5.4586, 3.7699], [0.6535, -5.3998, 3.3466], [1.6106, -5.6828, 4.4852], [2.8910, -5.6618, 3.9778], [3.9102, -5.4805, 4.9315], [0.8795, -6.3910, 2.3256], [-0.9658, -4.8289, 4.6345], [-1.1251, -6.4449, 4.0123], [-1.5908, -5.1213, 3.0416], [0.8652, -4.3971, 2.9597], [1.4042, -6.6918, 4.9034], [1.5585, -4.9808, 5.2750], [4.9349, -5.5805, 4.5469], [3.8601, -6.2046, 5.7561], [3.8046, -4.5045, 5.2300], [0.2347, -6.3690, 1.5589], [1.8084, -6.4707, 1.9955], [-0.8268, -0.0933, 6.8609], [-1.7432, -1.1994, 6.4161], [-2.0770, -0.9320, 4.9715], [-2.9747, -1.9053, 4.5340], [-2.9430, -2.1905, 3.1480], [-1.0431, -2.4615, 6.4417], [-1.3171, 0.8552, 6.9149], [-0.0256, 0.0606, 6.1234], [-0.3513, -0.3024, 7.8548], [-2.6609, -1.0683, 6.9896], [-1.1893, -0.9341, 4.3226], [-2.5909, 0.0220, 4.8101], [-2.7220, -1.3520, 2.4752], [-3.9492, -2.6463, 2.9973], [-2.2912, -3.0160, 2.9819], [-1.5871, -3.2026, 6.0318], [-0.8846, -2.7635, 7.3834], [-5.6383, 0.8314, 3.5174], [-5.2142, 0.9495, 2.0731], [-6.2623, 0.1359, 1.2596], [-6.0557, 0.1736, -0.1098], [-7.3100, 0.4050, -0.8206], [-5.2657, 2.3702, 1.6358], [-6.6855, 0.9432, 3.6844], [-5.0990, 1.5783, 4.1204], [-5.2515, -0.1406, 3.8722], [-4.1988, 0.5953, 2.0194], [-7.1897, 0.6322, 1.4470], [-6.2791, -0.9189, 1.6103], [-8.0470, -0.3914, -0.6732], [-7.1197, 0.4938, -1.8726], [-7.7086, 1.3350, -0.4280], [-6.2211, 2.6849, 1.6027], [-4.8952, 2.4512, 0.7088], [2.1571, 4.5107, -5.9913], [2.4958, 4.4067, -4.4718], [2.2313, 5.7502, -3.7664], [2.4011, 5.7078, -2.3618], [2.4687, 6.9439, -1.7312], [1.8212, 3.2022, -3.8862], [2.4850, 3.6721, -6.6148], [2.6399, 5.3924, -6.3804], [1.0828, 4.5443, -6.1052], [3.5584, 4.1293, -4.4532], [1.1593, 6.1190, -4.0184], [2.8827, 6.5691, -4.1861], [1.6651, 7.6208, -1.9618], [3.3719, 7.4672, -2.1251], [2.6014, 6.6659, -0.6830], [0.8374, 3.0799, -4.2565], [1.7913, 3.4481, -2.9273], [2.1888, -1.5531, 3.7241], [3.1240, -0.9758, 4.7912], [4.4274, -0.3091, 4.2383], [5.0909, -1.2302, 3.3757], [6.1858, -0.7762, 2.7072], [2.4211, 0.1532, 5.5252], [2.7092, -2.0233, 2.8495], [1.6534, -0.6739, 3.2906], [1.5123, -2.1886, 4.2379], [3.3129, -1.6949, 5.5398], [5.1110, -0.0669, 5.0704], [4.1440, 0.6120, 3.7401], [5.9005, -0.0059, 1.9180], [6.6670, -1.5703, 2.1450], [6.8997, -0.2576, 3.3258], [1.6900, -0.2692, 6.1052], [1.9042, 0.6511, 4.8016], [-2.3800, 7.4766, 0.9628], [-3.1537, 6.3982, 0.2187], [-2.3437, 5.3270, -0.4541], [-1.3385, 5.8552, -1.3494], [-0.8878, 5.0445, -2.3626], [-4.1292, 5.7512, 1.0251], [-3.0649, 7.9806, 1.6845], [-1.9983, 8.2677, 0.3489], [-1.5735, 7.0679, 1.5167], [-3.7672, 6.9228, -0.5140], [-3.0044, 4.8434, -1.1904], [-1.8929, 4.6926, 0.2356], [-0.1866, 5.6590, -2.9747], [-1.6325, 4.6562, -3.0299], [-0.3337, 4.2553, -1.9338], [-3.6841, 5.2255, 1.8258], [-4.7246, 5.1495, 0.5215], [3.2960, 1.7323, 0.6831], [3.7320, 3.1652, 0.6688], [4.5089, 3.3178, -0.6058], [5.0900, 4.6159, -0.7676], [5.8369, 4.7370, -1.9458], [2.6791, 4.1640, 0.7996], [2.6090, 1.5086, 1.5200], [4.1208, 1.0605, 0.8964], [2.8327, 1.5234, -0.2642], [4.4264, 3.3920, 1.5195], [3.7880, 3.0755, -1.4176], [5.3469, 2.6365, -0.5706], [6.7116, 3.9855, -1.9851], [6.1860, 5.7889, -1.9396], [5.2105, 4.6185, -2.8480], [3.0501, 5.0967, 0.6777], [1.9590, 4.0078, 0.1164]], "atomic_forces_ev_per_a": [[0.0, 0.2, 0.2], [-0.9, -0.3, -0.9], [0.7, -0.2, 0.4], [0.5, 0.3, -0.6], [0.1, 0.6, 0.6], [-1.3, -1.1, -3.0], [0.8, 0.5, 0.7], [0.8, -0.6, 1.8], [-0.2, 1.1, 0.8], [1.1, 1.1, 0.4], [-0.7, -0.5, 1.3], [-0.9, -1.0, -0.7], [0.2, 0.6, -0.9], [0.3, 0.2, 0.8], [-0.1, 0.5, -1.2], [-0.3, -1.0, 0.4], [-0.9, -1.2, -1.9], [0.4, 0.2, 0.4], [-0.1, 0.8, 0.0], [0.2, -0.3, 1.0], [0.8, 2.8, -3.4], [-0.7, -1.9, 1.7], [0.2, 0.1, 1.5], [0.5, -1.7, -0.3], [-1.1, 0.6, 0.0], [0.4, 0.5, 0.4], [0.7, -0.5, 0.8], [-0.7, 0.9, 0.1], [0.0, -0.2, -0.1], [0.0, -0.2, -0.1], [0.3, 0.0, -0.3], [-0.6, -0.4, 1.0], [-1.1, -1.0, -1.1], [-0.8, -0.9, 0.4], [0.3, 1.5, 0.1], [-0.2, -0.1, 0.3], [0.3, 0.4, -0.9], [0.8, 0.8, -0.2], [0.1, 0.4, 1.5], [0.8, 0.3, -1.2], [0.5, -1.0, -0.1], [1.2, 0.6, -0.1], [-0.1, -2.7, -1.0], [0.1, 2.1, 0.4], [0.3, -0.5, -1.2], [0.0, -0.3, -0.2], [-1.0, 0.3, 1.4], [0.3, 0.7, -0.3], [-0.6, 0.5, 0.6], [-0.2, -1.6, -0.4], [-0.2, 0.4, 0.1], [-0.4, 0.2, -1.3], [0.7, -0.3, -1.3], [0.2, 1.2, -0.6], [-0.1, -1.2, 0.8], [0.6, 0.2, 0.8], [0.2, 0.4, -0.6], [-1.0, 1.4, 1.7], [0.6, -0.9, 0.2], [-0.9, -1.0, 0.2], [0.1, 0.0, 0.2], [0.0, -0.1, 0.6], [0.3, 1.3, -1.3], [2.2, -0.3, -0.5], [-0.7, 0.1, 1.4], [-0.7, -1.9, 0.7], [-0.4, -0.9, 1.7], [0.2, -0.2, 0.5], [-0.1, -0.2, 0.0], [0.2, 0.4, -1.2], [-0.2, -0.9, 0.6], [-0.5, 0.6, -0.1], [0.1, -0.5, 0.6], [0.2, 0.2, -1.3], [0.2, 0.3, 0.3], [0.3, 1.3, -0.4], [-0.9, -0.2, -1.0], [-0.1, 0.7, -0.8], [0.3, 0.1, -0.7], [0.0, 1.0, 1.7], [0.0, -0.7, -1.7], [-0.9, 1.3, 0.0], [2.0, -0.4, -0.6], [-2.2, -0.2, 1.0], [0.1, 0.2, 0.3], [-0.4, 0.1, -0.1], [0.4, -0.3, -0.1], [-0.3, 0.2, 0.1], [-0.1, -0.1, 0.5], [0.2, -0.2, 0.4], [-0.1, 0.0, 1.0], [-0.6, 0.3, -0.9], [-0.4, -0.4, 0.0], [1.0, 0.4, 0.6], [0.9, -1.2, -1.2], [0.2, 0.9, -0.3], [-0.8, 0.3, -0.5], [-0.6, -1.3, 0.0], [1.7, -0.6, -1.5], [0.3, -1.9, -0.4], [-0.7, -1.0, 0.1], [-0.1, 0.2, 0.4], [-0.1, -1.2, 0.4], [0.8, 0.0, -0.1], [0.1, 0.2, 0.3], [-0.1, 0.3, -0.1], [-0.6, 1.1, 1.0], [-0.6, -0.1, -0.6], [-0.3, 0.2, 0.1], [0.0, 2.4, 1.5], [-0.2, 0.2, -0.2], [0.9, 0.2, -0.2], [1.5, -0.1, 0.6], [0.4, 1.0, -0.8], [-0.3, 0.6, -0.8], [-0.4, -0.6, -0.3], [-1.8, -0.7, 0.6], [0.1, -0.4, 0.3], [-0.6, 0.6, 0.2], [-0.3, -0.2, 0.3], [-0.4, 0.1, -0.8], [-0.3, -0.7, 0.2], [0.2, 0.0, 0.4], [0.3, 0.4, 0.4], [-0.1, 0.0, 0.3], [0.4, 0.7, -0.6], [1.1, -0.4, -0.4], [-0.4, 0.0, -0.3], [0.3, 0.0, 0.6], [2.0, -0.3, 0.7], [-1.8, 0.9, -0.6], [1.5, -0.6, 1.0], [-0.6, -0.1, -2.0], [0.9, -0.1, 1.0], [0.7, -0.7, 0.7], [-0.8, 0.0, 0.1], [-0.3, -0.1, -0.2], [-0.6, 0.2, 0.1], [0.3, -0.2, -0.5], [-0.9, 0.1, 0.6], [-0.2, 0.4, 0.0], [0.2, -0.1, 0.2], [0.4, 0.1, -0.4], [-0.3, 0.2, -0.2], [-0.3, 0.1, 0.1], [0.2, 0.0, -0.6], [0.1, -0.3, 0.9], [0.5, -1.0, -1.5], [-1.1, 1.4, -0.5], [-0.5, -1.7, -1.3], [1.8, 0.2, -0.3], [-0.7, 1.0, -1.4], [0.2, -0.1, 0.5], [-0.1, 0.4, -0.3], [-0.4, 0.4, -0.2], [0.0, 0.5, 0.4], [1.5, -0.6, 0.3], [-0.2, -0.9, 0.1], [-0.9, 0.0, 0.3], [-0.2, -0.1, 0.5], [-0.2, 0.8, -0.1], [1.4, 0.4, 0.9], [-0.7, -0.2, 1.5], [1.3, 1.4, -1.3], [-0.2, 2.4, -0.6], [-0.2, -1.3, 0.6], [-1.3, -0.8, 0.7], [0.1, 1.8, -2.0], [0.1, -1.1, -0.3], [-0.4, 0.0, 1.0], [0.0, -0.7, 0.2], [-0.9, -0.8, 0.0], [0.7, -1.0, 0.7], [-0.3, 0.1, -0.1], [0.0, 0.3, -0.4], [0.1, -0.6, 0.6], [0.0, -0.3, 0.3], [0.5, 0.0, 0.6], [0.5, 0.1, -0.2], [0.2, 0.3, 0.2], [-1.4, 0.3, 0.8], [-0.1, 1.0, -0.9], [0.1, 1.4, -3.7], [-0.6, 1.8, 1.4], [1.1, 1.0, -0.6], [0.7, -0.2, 3.4], [0.4, -0.5, -0.4], [0.3, 0.1, -0.7], [0.9, -0.5, 0.6], [0.3, 0.1, -0.5], [-0.3, -0.6, 0.9], [0.7, -1.5, 1.3], [-0.7, -0.5, 0.5], [-0.9, -0.3, -0.3], [0.8, -1.4, 0.2], [-0.9, 0.6, -1.2], [-0.6, -0.9, -0.6], [-0.7, -0.2, 1.6], [1.3, 1.4, 1.0], [0.4, 0.8, -0.5], [-0.8, -0.5, 0.3], [0.8, 0.0, -0.1], [-0.3, -0.5, 0.5], [-0.1, 0.3, -0.5], [0.4, 0.0, -0.5], [-0.3, -0.5, -0.2], [-0.3, -0.4, -0.5], [0.6, 0.2, -0.1], [0.2, -0.7, -0.4], [-1.1, 1.1, 0.0], [0.2, -0.7, -0.1], [0.1, -0.2, 0.2], [0.1, -0.1, -0.1], [-0.4, 0.0, -0.3]], "energy_ev": -194273.5715, "molar_mass_g_mol": 1755.94, "homo_energy_ev": -8.5, "largest_force_ev_per_a": 4.45, "relative_energy_ev": 2.3469}